Entry 1:
Molecular formula: C27H24O3
Method: DFT, ωB97M-V/def2-TZVPD

```
54
Properties=species:S:1:pos:R:3:forces:R:3
C -6.245 -3.722 0.630 -0.5 -0.3 0.1
C -5.049 -2.838 0.530 0.4 0.5 0.0
C -5.201 -1.484 0.188 -0.1 -0.2 0.1
C -4.112 -0.636 0.130 0.7 0.3 -0.2
C -2.790 -1.105 0.395 -1.2 -1.0 0.4
C -1.700 -0.196 0.299 0.9 -1.9 -0.8
C -0.414 -0.391 0.860 0.8 -0.1 1.0
C -0.019 -1.453 1.736 0.0 0.1 -0.2
C 1.314 -1.666 2.050 -0.2 0.1 -0.1
C 2.273 -0.744 1.616 0.6 0.2 -0.4
O 3.614 -0.909 1.932 -0.3 0.1 0.2
C 4.393 -1.782 1.161 -0.3 -0.1 -0.3
C 5.371 -1.216 0.341 -0.4 -0.3 0.0
C 6.064 -2.040 -0.544 0.0 -0.2 0.3
C 5.836 -3.420 -0.542 0.0 0.0 0.0
C 4.905 -3.978 0.340 0.0 0.2 0.1
C 4.171 -3.159 1.206 0.3 0.3 -0.3
C 1.903 0.406 0.897 0.3 -0.5 0.3
C 0.590 0.554 0.522 -0.4 0.0 -0.3
C -2.655 -2.504 0.677 0.2 0.6 0.0
C -3.760 -3.331 0.768 0.0 0.1 -0.1
H -6.005 -4.662 1.136 0.0 0.1 -0.1
H -7.042 -3.221 1.194 0.1 -0.1 -0.1
H -6.660 -3.972 -0.356 0.2 0.1 0.2
H -6.205 -1.105 -0.029 0.4 -0.1 0.1
H -4.225 0.427 -0.114 0.0 -0.4 0.1
H -1.812 0.666 -0.368 0.0 -0.2 0.2
H -0.754 -2.133 2.163 0.2 0.3 -0.1
H 1.622 -2.534 2.633 -0.1 0.4 0.0
H 5.544 -0.143 0.393 -0.1 -0.2 -0.1
H 6.793 -1.597 -1.223 -0.1 -0.2 0.2
H 6.397 -4.068 -1.226 -0.3 0.3 0.3
H 4.743 -5.057 0.368 0.1 0.3 -0.1
H 3.444 -3.566 1.908 0.2 0.0 -0.3
H 2.656 1.143 0.618 -0.2 -0.2 0.1
H 0.290 1.418 -0.062 0.1 0.0 0.1
H -1.661 -2.943 0.775 -0.5 0.1 -0.2
H -3.621 -4.385 1.018 -0.1 0.3 -0.1
C 2.166 4.955 -2.924 -0.7 -0.6 0.2
O 1.237 3.863 -2.661 0.4 0.7 -0.2
C 0.129 4.097 -1.883 -0.7 1.1 0.6
C -0.237 5.391 -1.430 0.7 -0.6 -0.4
C -1.364 5.518 -0.607 -0.1 0.1 -0.3
C -2.083 4.424 -0.181 0.2 -0.6 0.1
C -1.652 3.082 -0.491 0.5 1.6 -0.2
O -2.117 2.084 0.176 -0.9 0.9 -0.2
C -0.640 2.985 -1.501 0.2 -0.1 0.2
H 2.958 4.483 -3.511 -0.1 0.2 0.1
H 1.701 5.767 -3.510 0.1 -0.4 0.2
H 2.590 5.376 -1.995 -0.3 -0.2 -0.3
H 0.348 6.266 -1.726 -0.3 -0.3 0.2
H -1.677 6.525 -0.311 0.1 -0.4 -0.1
H -2.957 4.516 0.461 0.2 0.1 0.0
H -0.395 2.011 -1.928 0.1 0.2 0.1
```
Forces are in eV/Å.

Properties
* ΔE to the lowest compared entry with this formula, charge and spin: 51.05 kcal/mol

***

Entry 2:
Molecular formula: C3H2I2O2
Method: DFT, ωB97M-V/def2-TZVPD

```
9
Properties=species:S:1:pos:R:3:forces:R:3
C -1.227 -0.285 1.929 -0.1 0.9 0.8
C -0.240 0.160 0.211 2.5 2.3 -1.0
C -1.268 -0.847 0.609 -0.2 -0.2 -1.1
O -1.796 -0.377 2.957 -0.6 -0.6 1.0
O -0.275 0.651 1.631 0.5 -0.5 -1.1
I -3.693 1.449 -0.239 0.1 -0.1 0.1
I -2.267 -2.456 -0.091 0.3 0.1 -0.1
H 0.884 -0.124 -0.106 -2.7 0.2 0.8
H -0.522 1.101 -0.413 0.1 -2.0 0.7
```
Forces are in eV/Å.

Properties
* ΔE to the lowest compared entry with this formula, charge and spin: 67.61 kcal/mol

***

Entry 3:
Molecular formula: C2H7NS
Method: DFT, ωB97M-V/def2-TZVPD

```
11
Properties=species:S:1:pos:R:3:forces:R:3
C 0.363 -1.601 -1.318 0.4 1.1 1.5
N -0.092 -0.616 -0.641 1.0 -1.2 0.2
C -0.263 -0.910 0.798 0.3 1.0 0.2
H 0.338 -2.573 -0.811 0.5 -0.2 -0.7
H 0.998 -1.362 -2.174 -0.9 -0.5 -0.5
H -1.304 -1.013 1.073 -0.2 0.5 0.2
H 0.283 -1.712 1.306 0.0 -0.8 -1.1
H 0.279 -0.070 1.263 -1.0 0.2 0.2
S -0.625 3.697 0.380 0.4 -0.4 -0.2
H 0.723 3.713 0.257 -0.4 0.0 0.0
H -0.700 2.446 -0.134 0.0 0.3 0.1
```
Forces are in eV/Å.

Properties
* structure (SMILES): C=NC.S
* ΔE to the lowest compared entry with this formula, charge and spin: 35.78 kcal/mol

***

What did the first record say?
Molecular formula: C27H24O3
Method: DFT, ωB97M-V/def2-TZVPD

```
54
Properties=species:S:1:pos:R:3:forces:R:3
C -6.245 -3.722 0.630 -0.5 -0.3 0.1
C -5.049 -2.838 0.530 0.4 0.5 0.0
C -5.201 -1.484 0.188 -0.1 -0.2 0.1
C -4.112 -0.636 0.130 0.7 0.3 -0.2
C -2.790 -1.105 0.395 -1.2 -1.0 0.4
C -1.700 -0.196 0.299 0.9 -1.9 -0.8
C -0.414 -0.391 0.860 0.8 -0.1 1.0
C -0.019 -1.453 1.736 0.0 0.1 -0.2
C 1.314 -1.666 2.050 -0.2 0.1 -0.1
C 2.273 -0.744 1.616 0.6 0.2 -0.4
O 3.614 -0.909 1.932 -0.3 0.1 0.2
C 4.393 -1.782 1.161 -0.3 -0.1 -0.3
C 5.371 -1.216 0.341 -0.4 -0.3 0.0
C 6.064 -2.040 -0.544 0.0 -0.2 0.3
C 5.836 -3.420 -0.542 0.0 0.0 0.0
C 4.905 -3.978 0.340 0.0 0.2 0.1
C 4.171 -3.159 1.206 0.3 0.3 -0.3
C 1.903 0.406 0.897 0.3 -0.5 0.3
C 0.590 0.554 0.522 -0.4 0.0 -0.3
C -2.655 -2.504 0.677 0.2 0.6 0.0
C -3.760 -3.331 0.768 0.0 0.1 -0.1
H -6.005 -4.662 1.136 0.0 0.1 -0.1
H -7.042 -3.221 1.194 0.1 -0.1 -0.1
H -6.660 -3.972 -0.356 0.2 0.1 0.2
H -6.205 -1.105 -0.029 0.4 -0.1 0.1
H -4.225 0.427 -0.114 0.0 -0.4 0.1
H -1.812 0.666 -0.368 0.0 -0.2 0.2
H -0.754 -2.133 2.163 0.2 0.3 -0.1
H 1.622 -2.534 2.633 -0.1 0.4 0.0
H 5.544 -0.143 0.393 -0.1 -0.2 -0.1
H 6.793 -1.597 -1.223 -0.1 -0.2 0.2
H 6.397 -4.068 -1.226 -0.3 0.3 0.3
H 4.743 -5.057 0.368 0.1 0.3 -0.1
H 3.444 -3.566 1.908 0.2 0.0 -0.3
H 2.656 1.143 0.618 -0.2 -0.2 0.1
H 0.290 1.418 -0.062 0.1 0.0 0.1
H -1.661 -2.943 0.775 -0.5 0.1 -0.2
H -3.621 -4.385 1.018 -0.1 0.3 -0.1
C 2.166 4.955 -2.924 -0.7 -0.6 0.2
O 1.237 3.863 -2.661 0.4 0.7 -0.2
C 0.129 4.097 -1.883 -0.7 1.1 0.6
C -0.237 5.391 -1.430 0.7 -0.6 -0.4
C -1.364 5.518 -0.607 -0.1 0.1 -0.3
C -2.083 4.424 -0.181 0.2 -0.6 0.1
C -1.652 3.082 -0.491 0.5 1.6 -0.2
O -2.117 2.084 0.176 -0.9 0.9 -0.2
C -0.640 2.985 -1.501 0.2 -0.1 0.2
H 2.958 4.483 -3.511 -0.1 0.2 0.1
H 1.701 5.767 -3.510 0.1 -0.4 0.2
H 2.590 5.376 -1.995 -0.3 -0.2 -0.3
H 0.348 6.266 -1.726 -0.3 -0.3 0.2
H -1.677 6.525 -0.311 0.1 -0.4 -0.1
H -2.957 4.516 0.461 0.2 0.1 0.0
H -0.395 2.011 -1.928 0.1 0.2 0.1
```
Forces are in eV/Å.

Properties
* ΔE to the lowest compared entry with this formula, charge and spin: 51.05 kcal/mol

***

Repeat the third record exactly.
Molecular formula: C2H7NS
Method: DFT, ωB97M-V/def2-TZVPD

```
11
Properties=species:S:1:pos:R:3:forces:R:3
C 0.363 -1.601 -1.318 0.4 1.1 1.5
N -0.092 -0.616 -0.641 1.0 -1.2 0.2
C -0.263 -0.910 0.798 0.3 1.0 0.2
H 0.338 -2.573 -0.811 0.5 -0.2 -0.7
H 0.998 -1.362 -2.174 -0.9 -0.5 -0.5
H -1.304 -1.013 1.073 -0.2 0.5 0.2
H 0.283 -1.712 1.306 0.0 -0.8 -1.1
H 0.279 -0.070 1.263 -1.0 0.2 0.2
S -0.625 3.697 0.380 0.4 -0.4 -0.2
H 0.723 3.713 0.257 -0.4 0.0 0.0
H -0.700 2.446 -0.134 0.0 0.3 0.1
```
Forces are in eV/Å.

Properties
* structure (SMILES): C=NC.S
* ΔE to the lowest compared entry with this formula, charge and spin: 35.78 kcal/mol

***

> ΔE to the lowest compared entry with this formula, charge and spin of number 3 (C2H7NS)?

35.78 kcal/mol

***

Please write out number 2 again, unchanged.
Molecular formula: C3H2I2O2
Method: DFT, ωB97M-V/def2-TZVPD

```
9
Properties=species:S:1:pos:R:3:forces:R:3
C -1.227 -0.285 1.929 -0.1 0.9 0.8
C -0.240 0.160 0.211 2.5 2.3 -1.0
C -1.268 -0.847 0.609 -0.2 -0.2 -1.1
O -1.796 -0.377 2.957 -0.6 -0.6 1.0
O -0.275 0.651 1.631 0.5 -0.5 -1.1
I -3.693 1.449 -0.239 0.1 -0.1 0.1
I -2.267 -2.456 -0.091 0.3 0.1 -0.1
H 0.884 -0.124 -0.106 -2.7 0.2 0.8
H -0.522 1.101 -0.413 0.1 -2.0 0.7
```
Forces are in eV/Å.

Properties
* ΔE to the lowest compared entry with this formula, charge and spin: 67.61 kcal/mol